No. 1
This record from the Open Molecules 2025 dataset describes a cluster of 2 separate species, C9H22NO2 in total at a distorted geometry. The level of theory is wB97M-V/def2-TZVPD.

Geometry as XYZ:
```
34
Properties=species:S:1:pos:R:3:forces:R:3:nbo_charge:R:1
C -2.90199 -0.62568 -2.75476 -3.376 -1.366 -2.785 -0.625
C -0.72999 0.37655 3.07517 -0.507 0.106 2.009 -0.661
C 1.32215 2.80518 0.21118 -0.122 2.369 -1.875 -0.668
C 0.42704 -3.60007 -1.02219 -1.387 2.686 -0.354 -0.631
C -1.80464 0.10632 -2.13092 1.758 0.465 -1.726 -0.506
C 0.76328 0.20274 2.92818 -1.156 1.477 -2.246 -0.199
C 0.99149 2.28446 1.56964 3.338 0.888 1.264 -0.233
C 0.80386 -2.55203 -2.08135 1.942 0.072 0.320 -0.082
C -0.63207 -0.78440 -1.80132 -0.621 1.233 3.222 0.832
N 1.29264 0.87895 1.61989 0.035 -1.713 2.509 -0.495
O -0.08201 -0.59151 -0.70874 0.426 0.175 -0.341 -0.733
O -0.31575 -1.77952 -2.57060 0.217 -0.241 -0.603 -0.467
H -2.63926 -1.17198 -3.71080 0.051 1.055 0.757 0.230
H -3.75879 0.12197 -3.03160 1.392 -1.589 0.576 0.230
H -3.32919 -1.51342 -2.20231 0.362 1.341 0.184 0.223
H -0.99511 1.25557 3.74339 0.054 -0.668 -1.493 0.237
H -1.20540 0.28169 2.09929 -0.369 0.405 0.192 0.239
H -1.08150 -0.48246 3.70611 0.267 0.564 -0.699 0.256
H 0.46066 2.37958 -0.39941 1.297 1.021 -0.013 0.233
H 1.28001 3.96609 0.31432 -0.358 -1.994 -0.641 0.257
H 2.35437 2.65465 -0.35966 -2.068 -0.360 1.812 0.254
H 0.06476 -3.02452 -0.10463 0.524 -1.147 -1.088 0.212
H -0.37821 -4.19185 -1.45588 0.267 -0.529 0.440 0.226
H 1.36831 -4.06438 -0.87830 0.494 -1.170 0.620 0.226
H -1.37613 0.87948 -2.83142 -0.525 -0.622 0.365 0.238
H -2.19384 0.66939 -1.30959 0.436 0.027 0.999 0.233
H 0.86810 -0.80359 2.72761 1.145 -2.175 0.116 0.221
H 1.29163 0.63316 3.72251 1.053 0.138 1.130 0.222
H 0.02134 2.46008 1.92099 -1.729 0.116 -0.297 0.235
H 1.59207 2.70550 2.41909 -0.096 -0.010 -0.883 0.210
H 1.30829 -3.03341 -2.96787 -0.855 0.647 0.795 0.211
H 1.54116 -1.84031 -1.57749 -0.903 -0.850 -1.043 0.192
H 2.28702 0.70106 1.53670 0.457 0.335 0.361 0.424
H 0.95981 0.35535 0.84919 -1.444 -0.686 -1.581 0.458
```
Forces are in eV/Å.

Results
Charge: +1
Energy above the lowest of the compared OMol25 structures with the same formula, charge and spin (kcal per mole): 0.0
Electronic energy (eV): -15267.6615
Multiplicity: 1

***

No. 2
This record from the Open Molecules 2025 dataset describes a cluster of 2 separate species, C9H23BClN6O8PS2 in total at a distorted geometry. The level of theory is wB97M-V/def2-TZVPD.

Geometry as XYZ:
```
51
Properties=species:S:1:pos:R:3:forces:R:3:nbo_charge:R:1
C 2.00637 -3.49537 1.73167 0.605 -0.093 0.754 -0.629
C 2.51814 -2.06882 2.08950 -0.696 -0.072 -0.656 -0.238
N 2.81556 -1.33818 0.82973 -1.182 -0.636 0.255 -0.463
N 2.58737 0.02253 0.90630 2.129 1.476 0.609 -0.250
C 3.69580 0.86061 1.40909 -0.318 -0.293 0.336 -0.362
S 5.13941 0.90006 0.28874 0.097 -0.059 0.088 0.182
C 4.54841 0.74153 -1.43363 0.199 -0.450 -0.729 -0.537
C 4.76486 -0.69889 -1.97954 0.214 0.371 0.110 -0.624
C 1.44817 0.62396 0.62177 -2.457 0.084 -1.411 0.574
N 1.12639 1.91987 0.69723 1.531 1.657 1.025 -0.495
C -0.13987 2.11912 0.34562 1.050 -1.868 0.302 0.080
P -1.03663 3.73213 0.32957 -0.435 1.175 0.628 2.304
O -1.43592 4.13165 -0.99144 0.078 -0.255 -0.951 -1.000
O -0.05131 4.79498 1.06902 -0.937 -1.329 0.185 -0.946
O -2.31344 3.54788 1.32188 1.485 0.130 -0.085 -0.950
N -0.65987 0.91572 0.03092 -1.137 3.146 0.338 -0.374
B -2.11646 0.75878 -0.39064 -2.508 -0.091 -1.286 1.167
O -2.46333 1.29225 -1.62290 1.162 -0.999 0.522 -0.886
N -3.12962 0.16810 0.39572 2.668 -1.601 0.875 -0.666
C -2.65389 -0.34864 1.69253 -0.870 0.003 1.067 -0.424
C -3.85060 -0.91751 -0.33705 -1.062 0.320 -0.692 -0.421
N 0.31288 0.01522 0.17368 -0.309 -2.192 -0.788 -0.296
S -0.09539 -1.61387 -0.23110 0.079 -0.965 0.285 0.250
H 2.53568 -4.21890 2.37088 -0.257 0.063 -0.326 0.222
H 0.93432 -3.59979 1.95013 0.341 0.061 -0.225 0.221
H 2.19755 -3.75186 0.68039 -0.057 0.164 0.354 0.227
H 1.67413 -1.52952 2.55177 0.520 -0.060 0.042 0.197
H 3.37777 -2.06542 2.77709 -0.293 -0.111 -0.141 0.195
H 3.73521 -1.54890 0.45649 -0.058 0.443 -0.025 0.393
H 3.36652 1.87074 1.67551 -0.198 -0.335 -0.413 0.252
H 4.01597 0.37619 2.34761 0.235 0.241 -0.420 0.224
H 5.20704 1.39258 -2.03217 -0.244 0.007 0.481 0.240
H 3.52649 1.10960 -1.60147 0.253 -0.111 0.321 0.227
H 3.99393 -1.39626 -1.62097 0.279 0.154 -0.224 0.201
H 5.76403 -1.04367 -1.66527 -0.452 0.003 0.034 0.219
H 4.79760 -0.70401 -3.08184 -0.340 0.046 0.387 0.226
H -0.58624 5.27183 1.72439 0.550 0.264 -0.143 0.500
H -2.15716 4.01714 2.15634 -0.422 -0.445 0.040 0.500
H -2.41429 0.59880 -2.30429 -0.444 0.551 -0.278 0.520
H -2.21169 -1.35973 1.62769 0.014 0.468 -0.143 0.187
H -3.51663 -0.46272 2.37568 0.296 0.134 -0.283 0.216
H -1.95924 0.33930 2.20614 -0.189 -0.184 -0.361 0.184
H -4.90065 -0.67183 -0.56058 0.458 0.167 0.076 0.272
H -3.86479 -1.87191 0.21217 0.352 0.489 0.057 0.197
H -3.36306 -1.05914 -1.30759 -0.431 -0.267 0.218 0.206
H -0.66450 -1.57068 -1.47436 0.477 0.849 0.288 0.165
O -6.23481 -0.15175 -4.54616 0.099 0.004 0.104 -0.858
Cl -6.10756 -0.83592 -3.28628 -0.482 0.064 -0.319 2.547
O -6.93509 -2.01557 -3.28202 0.145 0.001 0.082 -0.863
O -6.50844 0.04254 -2.20695 0.173 -0.051 0.089 -0.883
O -4.71915 -1.22422 -3.08902 0.289 -0.068 -0.053 -0.929
```
Forces are in eV/Å.

Results
Electronic energy (eV): -79176.9120
Multiplicity: 1

***

No. 3
This record from the Open Molecules 2025 dataset describes a cluster of 3 separate species, C9H23INO3 in total. The level of theory is wB97M-V/def2-TZVPD.

Geometry as XYZ:
```
37
Properties=species:S:1:pos:R:3:forces:R:3:nbo_charge:R:1
I 2.56154 -0.82413 -1.24283 0.032 -0.028 -0.055 -0.931
C -2.47662 2.71886 -1.23775 -0.133 -0.118 -0.224 -0.239
O -2.29615 1.45939 -1.83589 0.040 0.020 -0.033 -0.555
C -1.21838 0.71888 -1.25365 0.179 0.230 -0.104 -0.082
C -1.66593 -0.67254 -0.87300 -0.040 -0.353 0.333 -0.242
N -0.86658 -1.15288 0.25608 0.032 -0.039 -0.267 -0.648
C -1.16617 -2.50833 0.66600 0.164 0.011 0.130 -0.239
C -0.90195 -3.61804 -0.35075 -0.154 -0.097 0.142 -0.095
O -1.96377 -3.79474 -1.28561 0.142 -0.090 -0.226 -0.547
C -2.92136 -4.73923 -0.89556 -0.125 0.149 -0.009 -0.241
H -3.23717 3.24710 -1.81584 -0.020 -0.022 0.039 0.174
H -1.55829 3.31459 -1.26368 0.038 0.005 0.109 0.164
H -2.82771 2.61520 -0.20394 0.102 0.100 0.046 0.159
H -0.83733 1.22978 -0.36462 -0.093 -0.023 0.069 0.178
H -0.39006 0.66306 -1.96589 -0.025 0.072 0.014 0.200
H -1.61707 -1.33581 -1.74377 -0.037 0.007 -0.041 0.181
H -2.71211 -0.64720 -0.54561 0.009 0.086 -0.063 0.177
H 0.12225 -1.12838 -0.00014 -0.025 0.212 0.003 0.395
H -2.21152 -2.55946 0.99288 -0.012 -0.051 0.025 0.174
H -0.53590 -2.71080 1.53970 -0.105 -0.047 0.001 0.197
H -0.74221 -4.56054 0.19403 0.023 -0.010 -0.093 0.152
H 0.00167 -3.40230 -0.92490 -0.023 0.098 0.013 0.216
H -3.55856 -4.36584 -0.08209 0.054 -0.097 0.051 0.156
H -2.44914 -5.67875 -0.58468 -0.025 -0.026 0.058 0.156
H -3.55999 -4.94092 -1.75822 0.042 0.040 0.040 0.182
C 2.59900 3.12854 0.36589 -0.187 -0.041 -0.039 -0.636
C 3.53458 2.37793 1.29298 0.202 0.218 0.135 0.101
C 3.82451 3.17137 2.56275 0.015 0.076 -0.266 -0.616
O 2.96785 1.14837 1.68254 0.135 -0.039 0.048 -0.762
H 2.38520 2.50718 -0.50504 -0.044 0.053 -0.043 0.237
H 3.03240 4.07652 0.03552 -0.013 -0.017 0.006 0.187
H 1.66118 3.31948 0.89424 -0.033 0.070 -0.067 0.197
H 4.48215 2.21331 0.75790 -0.018 -0.072 0.038 0.147
H 2.95785 3.12796 3.22391 -0.004 -0.029 0.017 0.207
H 4.00912 4.21816 2.30655 0.064 -0.019 0.069 0.191
H 4.69906 2.78230 3.08375 -0.061 -0.064 0.084 0.203
H 2.87561 0.60194 0.87873 -0.096 -0.167 0.060 0.503
```
Forces are in eV/Å.

Results
Charge: -1
Energy above the lowest of the compared OMol25 structures with the same formula, charge and spin (kcal per mole): 18.2
Electronic energy (eV): -25440.9163
Multiplicity: 1

***

No. 4
This record from the Open Molecules 2025 dataset describes a cluster of 3 separate species, C9H23INO3 in total at a distorted geometry. The level of theory is wB97M-V/def2-TZVPD.

Geometry as XYZ:
```
37
Properties=species:S:1:pos:R:3:forces:R:3:nbo_charge:R:1
I 38.91036 -26.69734 -4.67670 -0.170 0.291 -0.313 -0.951
C 37.83196 -30.24547 -3.38087 -0.432 -1.185 -0.779 -0.242
O 38.07330 -29.43728 -2.27853 -0.225 0.058 0.046 -0.525
C 36.91115 -28.73047 -1.91467 0.276 0.832 -0.164 -0.070
C 37.20518 -27.73556 -0.81351 0.574 -0.536 0.488 -0.237
N 38.22946 -26.74031 -1.16838 -1.407 1.153 0.469 -0.612
C 38.13686 -25.56782 -0.25785 0.888 0.232 -0.607 -0.238
C 37.25932 -24.43736 -0.79899 -0.459 -0.552 0.717 -0.082
O 35.89159 -24.85238 -0.75163 0.026 0.115 0.002 -0.554
C 35.03449 -23.86041 -1.24281 -0.314 0.504 0.074 -0.244
H 37.41351 -29.76633 -4.27531 0.210 0.650 0.279 0.184
H 37.10241 -31.04915 -3.16035 0.073 0.042 0.305 0.130
H 38.74233 -30.74727 -3.70798 0.206 0.215 0.250 0.185
H 36.10858 -29.40784 -1.59288 0.026 -0.134 0.027 0.149
H 36.54674 -28.14202 -2.76996 0.002 -0.227 -0.151 0.184
H 37.61233 -28.27048 0.05609 -0.161 -0.090 -0.021 0.171
H 36.23904 -27.32239 -0.50620 -0.028 0.263 -0.055 0.176
H 37.94521 -26.30190 -2.05016 0.517 -0.828 -0.351 0.379
H 39.14016 -25.12145 -0.18971 -0.030 -0.105 0.048 0.189
H 37.87520 -25.86240 0.76032 -0.287 -0.004 -0.057 0.184
H 37.54515 -24.17720 -1.82446 0.068 -0.082 -0.036 0.188
H 37.35339 -23.53898 -0.16926 0.163 -0.013 -0.066 0.155
H 35.32765 -22.86285 -0.88832 0.202 0.017 -0.089 0.154
H 34.01983 -23.99092 -0.86057 0.063 -0.436 -0.001 0.177
H 34.99025 -23.84067 -2.33466 0.120 -0.038 -0.074 0.175
C 37.15519 -23.56368 -7.46159 -0.115 -0.185 -0.793 -0.639
C 37.14523 -22.82847 -6.13874 0.559 -0.549 0.885 0.097
C 36.07952 -23.37853 -5.18735 -0.245 -0.255 -0.519 -0.642
O 38.43162 -22.97636 -5.51299 -0.444 0.242 -0.159 -0.751
H 37.55762 -24.57358 -7.35151 -0.067 0.005 0.300 0.239
H 37.78694 -23.07887 -8.21038 0.049 0.168 0.181 0.202
H 36.16214 -23.66770 -7.91293 -0.039 0.129 0.158 0.189
H 37.01420 -21.75111 -6.26036 -0.067 -0.007 -0.175 0.156
H 36.00168 -22.79194 -4.27345 -0.009 0.114 -0.050 0.201
H 36.31926 -24.41050 -4.91261 0.182 0.041 -0.011 0.236
H 35.11349 -23.43290 -5.70344 -0.047 0.236 0.206 0.191
H 38.48913 -23.91624 -5.26412 0.340 -0.081 0.040 0.495
```
Forces are in eV/Å.

Results
Charge: -1
Energy above the lowest of the compared OMol25 structures with the same formula, charge and spin (kcal per mole): 28.2
Electronic energy (eV): -25440.4830
Multiplicity: 1

***

No. 5
This record from the Open Molecules 2025 dataset describes a cluster of 2 separate species, C9H23NOSi in total at a distorted geometry. The level of theory is wB97M-V/def2-TZVPD.

Geometry as XYZ:
```
35
Properties=species:S:1:pos:R:3:forces:R:3:nbo_charge:R:1
C -0.12817 -2.68434 0.79610 -0.484 0.876 1.502 -0.612
C -1.15093 -1.14848 2.49401 -0.052 -0.171 0.046 -0.615
C -0.26908 0.87263 -3.40737 -1.822 0.250 -2.560 -0.678
C -1.48198 -1.37206 -2.88602 -1.086 1.247 -0.116 -0.691
C 0.42499 2.61042 1.77004 0.298 2.198 2.729 -0.409
C -1.14855 2.51119 0.05339 0.769 -2.299 0.394 -0.390
C 3.22517 -0.40636 1.14004 0.391 -0.827 -2.901 -0.229
C 0.12167 -1.30620 1.56838 -3.263 -1.817 -0.249 -0.679
C -0.23387 -0.53740 -2.99487 0.089 -0.487 0.798 -0.111
N -0.13387 1.75812 0.81372 -0.215 -0.772 -1.483 -0.897
O 2.08008 0.38869 1.14855 -0.106 0.980 -0.134 -0.927
Si 0.53597 0.19631 0.46782 1.055 0.154 0.738 1.649
H -1.10708 -2.48274 0.38105 -0.220 -0.394 -0.738 0.196
H 0.61380 -2.81365 -0.00050 -0.226 -0.562 0.313 0.211
H -0.33121 -3.57158 1.52088 0.995 1.412 -1.257 0.210
H -2.12734 -1.12241 1.94823 0.891 0.340 0.074 0.202
H -1.09651 -0.30050 3.19264 -0.011 -0.008 -0.445 0.212
H -1.27798 -2.03175 3.14828 0.375 0.143 -0.268 0.204
H 0.24959 1.57475 -2.79240 0.657 0.327 0.453 0.223
H 0.20401 0.95097 -4.51101 -1.256 0.208 2.119 0.212
H -1.40497 1.19647 -3.37169 2.271 -0.334 -0.570 0.205
H -1.46844 -1.85898 -1.85824 -0.515 0.077 -1.620 0.235
H -1.62019 -2.01871 -3.77472 0.511 -0.595 0.763 0.221
H -2.42937 -0.72104 -3.06679 1.523 -0.739 1.034 0.205
H 0.23693 3.68413 1.48616 0.109 -0.864 0.274 0.180
H -0.10594 2.49259 2.78809 1.027 0.175 -1.061 0.170
H 1.52443 2.57527 1.87318 -0.584 -0.499 0.191 0.222
H -0.68981 3.42957 -0.20244 -0.100 1.362 -0.042 0.187
H -1.26336 2.00913 -0.89194 -0.891 -0.391 -0.321 0.199
H -2.02767 2.55360 0.69657 -0.360 0.516 -0.596 0.192
H 3.40473 -0.66266 -0.01968 0.385 0.449 2.445 0.156
H 3.05892 -1.38727 1.60757 0.061 0.195 0.210 0.162
H 4.12823 0.08890 1.59963 -1.111 -0.311 -0.553 0.189
H 0.95904 -1.41951 2.19295 1.184 0.026 0.886 0.217
H 0.72877 -1.04710 -2.90962 -0.289 0.135 -0.058 0.181
```
Forces are in eV/Å.

Results
Energy above the lowest of the compared OMol25 structures with the same formula, charge and spin (kcal per mole): 125.1
Electronic energy (eV): -21117.3716
Multiplicity: 1